99
Properties=species:S:1:pos:R:3:forces:R:3:mulliken_spin:R:1 method="wB97M-V/def2-TZVPD" energy_ev=-124166.5938 relative_energy_kj_mol=0.0 s2=2.06 multiplicity=3
Ni -0.239 -0.186 -0.163 0.0 -0.3 -0.3 0.88
N 2.548 1.032 2.107 0.0 -0.2 0.0 0.00
C 2.740 2.364 1.555 0.0 0.0 0.0 0.00
C 1.549 3.314 1.645 0.0 0.1 0.0 0.00
C 0.374 3.004 0.733 -0.1 0.0 0.1 -0.01
N -0.313 1.741 1.059 -0.1 0.2 -0.2 0.05
H 2.228 1.100 3.068 0.0 -0.1 0.0 0.00
H 1.827 0.536 1.588 0.0 0.2 0.0 0.00
H 3.037 2.252 0.507 0.0 0.0 0.0 0.00
H 3.591 2.822 2.066 0.0 0.0 0.0 0.00
H 1.894 4.326 1.408 0.0 0.0 0.0 0.00
H 1.202 3.355 2.685 0.0 0.0 0.0 0.00
H 0.708 2.938 -0.302 0.0 0.0 0.0 0.00
H -0.326 3.845 0.776 0.0 0.0 0.0 0.00
H -1.205 1.752 0.557 0.0 0.0 0.1 0.01
H -0.537 1.706 2.049 0.1 0.0 0.0 -0.01
C -2.444 -3.277 0.105 0.1 0.0 0.0 -0.02
C -1.648 -3.034 1.394 -0.1 0.0 -0.1 0.00
P -0.778 -1.410 1.682 -0.1 -0.1 0.2 -0.04
C -2.032 -0.413 2.587 0.0 0.0 0.0 0.00
C -3.256 -0.161 1.965 0.0 0.0 0.0 0.01
C -4.182 0.701 2.530 0.0 0.0 0.0 0.00
C -3.892 1.349 3.724 0.0 0.0 0.0 0.00
C -2.675 1.118 4.347 0.0 0.0 0.0 0.00
C -1.754 0.241 3.786 0.0 0.0 0.0 0.00
C 0.248 -2.012 3.096 0.0 0.0 0.0 0.00
C 1.634 -1.930 3.039 0.0 0.0 0.0 0.01
C 2.424 -2.426 4.072 0.0 0.0 0.0 0.00
C 1.833 -3.020 5.173 0.0 0.0 0.0 0.00
C 0.447 -3.113 5.243 0.0 0.0 0.0 0.00
C -0.335 -2.614 4.216 0.0 0.0 0.0 0.00
C -1.558 -3.485 -1.129 0.0 0.0 0.0 0.03
P -0.918 -1.846 -1.674 0.1 0.2 -0.1 0.08
C 0.353 -2.223 -2.924 0.0 -0.1 0.1 0.00
C 1.246 -3.277 -2.735 0.0 0.0 0.0 0.01
C 2.321 -3.459 -3.594 0.0 0.0 -0.1 0.00
C 2.524 -2.583 -4.650 0.0 0.0 0.0 0.01
C 1.639 -1.530 -4.844 -0.1 0.0 0.0 0.00
C 0.564 -1.347 -3.988 0.0 0.0 0.0 0.00
C -2.324 -1.212 -2.621 -0.1 0.0 0.0 0.36
C -2.736 -1.746 -3.811 0.0 0.1 0.0 -0.17
C -3.784 -1.172 -4.548 0.0 0.0 0.0 0.43
C -4.425 -0.002 -4.062 0.0 0.0 0.0 -0.12
C -4.051 0.567 -2.892 0.1 0.0 0.0 0.29
C -2.951 0.020 -2.054 0.0 0.0 0.0 -0.07
H -3.159 -2.472 -0.087 0.0 0.0 0.0 0.00
H -3.047 -4.175 0.261 0.0 0.0 0.0 0.00
H -0.844 -3.776 1.444 0.0 0.0 0.0 0.00
H -2.285 -3.223 2.260 0.0 0.0 0.0 0.00
H -3.479 -0.629 1.015 0.0 0.0 0.0 -0.01
H -5.126 0.879 2.030 0.0 0.0 0.0 0.00
H -4.607 2.032 4.162 0.0 0.0 0.0 0.00
H -2.438 1.621 5.276 0.0 0.0 0.0 0.00
H -0.810 0.070 4.289 0.0 0.0 0.0 0.00
H 2.119 -1.467 2.192 0.0 0.0 0.0 -0.01
H 3.502 -2.340 4.007 0.0 0.0 0.0 0.00
H 2.445 -3.408 5.978 0.0 0.0 0.0 0.00
H -0.023 -3.573 6.103 0.0 0.0 0.0 0.00
H -1.414 -2.675 4.298 0.0 0.0 0.0 0.00
H -2.127 -3.933 -1.945 0.0 0.0 0.0 -0.01
H -0.736 -4.162 -0.888 0.0 0.0 0.0 0.01
H 1.116 -3.959 -1.904 0.0 0.0 0.0 0.00
H 3.006 -4.283 -3.434 0.0 0.0 0.0 0.00
H 3.368 -2.716 -5.316 0.0 0.0 0.0 0.00
H 1.787 -0.846 -5.670 0.0 0.0 0.0 0.00
H -0.116 -0.515 -4.135 0.0 0.0 0.0 -0.01
H -2.215 -2.607 -4.218 0.0 0.0 0.0 0.00
H -4.085 -1.605 -5.492 0.0 0.0 0.0 0.03
H -5.225 0.442 -4.643 0.0 0.0 0.0 0.00
H -4.536 1.464 -2.529 0.0 0.0 0.0 0.01
H -3.346 -0.188 -1.052 0.0 0.0 0.0 0.06
S -1.601 1.254 -1.768 0.0 0.0 0.1 0.16
C 1.853 1.857 -2.446 0.0 -0.1 0.0 -0.03
C 2.446 0.729 -1.677 0.0 0.0 0.0 -0.01
N 1.797 -0.127 -0.917 0.1 0.0 0.0 0.06
C 2.736 -1.040 -0.479 -0.1 0.0 0.0 -0.01
C 3.963 -0.710 -0.941 0.1 0.0 0.0 -0.01
N 3.775 0.421 -1.706 0.0 0.0 0.0 0.00
C 4.844 1.191 -2.301 0.0 -0.1 0.0 0.00
N 5.625 0.415 -3.226 0.0 0.1 -0.1 0.00
N 6.776 -0.167 -2.815 0.0 -0.1 0.0 0.00
N 7.272 -0.857 -3.766 0.0 0.0 0.0 0.00
C 6.440 -0.744 -4.864 0.1 0.0 0.0 0.00
C 6.546 -1.288 -6.147 0.0 0.0 0.0 0.00
C 5.559 -0.964 -7.048 0.0 0.0 0.0 0.00
C 4.483 -0.122 -6.691 0.0 0.0 0.0 0.00
C 4.360 0.409 -5.428 0.0 0.0 0.0 0.00
C 5.370 0.077 -4.521 0.0 0.0 0.0 0.00
H 0.768 1.780 -2.391 0.0 0.0 0.0 0.02
H 2.127 1.802 -3.502 0.0 0.0 0.0 0.00
H 2.178 2.828 -2.064 0.0 0.0 0.0 0.00
H 2.454 -1.882 0.128 0.0 0.0 0.0 0.00
H 4.933 -1.158 -0.815 0.0 0.0 0.0 0.00
H 5.532 1.531 -1.529 0.0 0.0 0.0 0.00
H 4.418 2.053 -2.810 0.0 0.0 0.0 0.00
H 7.377 -1.927 -6.411 0.0 0.0 0.0 0.00
H 5.604 -1.357 -8.054 0.0 0.0 0.0 0.00
H 3.730 0.106 -7.434 0.0 0.0 0.0 0.00
H 3.521 1.034 -5.155 0.0 0.0 0.0 0.00